Molecular formula: C17H26CrN3
Method: DFT, ωB97M-V/def2-TZVPD

**Maximum force**: 0.024 hartree/bohr
**ΔE to the lowest compared entry with this formula, charge and spin**: 0.0 kJ/mol
**Electronic energy**: -1871.5562 hartree
**M**: 324.412 Da
**HOMO-LUMO gap (spin up / spin down)**: 7.38 / 8.64 eV

Structure (ORCA input):
```
! wB97M-V def2-TZVPD RIJCOSX def2/J DEFGRID3
* xyz 2 4
Cr 9.177 6.871 7.274
C 11.356 4.726 10.109
C 10.480 5.914 9.877
C 9.130 5.929 10.256
C 8.327 7.049 10.064
C 8.844 8.209 9.500
C 10.177 8.189 9.038
C 10.985 7.056 9.252
H 10.928 3.809 9.681
H 11.425 4.572 11.184
H 12.364 4.853 9.731
H 8.689 5.021 10.611
H 7.267 7.028 10.271
H 8.201 9.071 9.318
H 10.621 9.068 8.570
H 12.015 7.062 8.928
C 10.692 5.171 6.753
C 9.431 4.574 6.751
C 8.607 5.271 5.807
C 9.386 6.233 5.163
C 10.661 6.239 5.810
H 11.532 4.862 7.349
H 9.095 3.796 7.412
H 7.570 5.078 5.597
H 9.070 6.966 4.442
H 11.495 6.899 5.581
C 5.922 6.672 7.320
N 6.079 7.372 6.053
C 5.112 6.954 5.039
C 6.942 8.409 5.916
N 8.077 8.380 6.626
N 6.627 9.408 5.064
C 7.715 10.299 4.628
C 5.249 9.946 4.986
H 4.855 6.707 7.575
H 6.461 7.194 8.079
H 6.211 5.631 7.288
H 5.001 5.879 5.082
H 5.458 7.259 4.037
H 4.114 7.384 5.212
H 8.541 9.269 6.643
H 7.902 11.077 5.395
H 7.364 10.818 3.726
H 8.613 9.740 4.393
H 4.607 9.585 5.772
H 4.783 9.752 4.004
H 5.295 11.050 5.108
*
```